No. 1
{
  "formula": "C2H8OS",
  "method": "the ωB97M-V functional and the def2-TZVPD basis",
  "symbols": ["C", "C", "S", "H", "H", "H", "H", "H", "H", "H", "H", "O"],
  "positions_angstrom": [[0.301514, -0.792188, 0.954247], [1.596364, -0.091465, 1.094820], [-3.715363, 1.047274, -2.304404], [-0.441363, -0.651570, 1.736920], [0.395618, -1.871153, 0.876466], [1.687665, 0.543074, 1.938683], [2.417607, -0.793907, 0.958903], [1.756541, 0.625476, 0.274881], [-2.551290, 1.695043, -2.137476], [-1.131917, 0.334934, -1.572594], [-0.105814, -0.177903, -0.446075], [-0.209563, 0.132385, -1.374370]],
  "forces_ev_per_angstrom": [[1.0502, -1.1378, 2.7727], [-0.0402, -0.0801, -1.8551], [0.5469, -0.2383, 0.2347], [-0.5297, 0.9016, -0.6175], [-0.1841, -0.0330, -1.2136], [-0.0953, 0.3211, 1.1618], [0.0676, 0.0080, 0.2791], [-0.0805, -0.0111, -0.1988], [-0.1173, 0.2600, -0.0745], [-0.5587, -0.2318, 0.3566], [-0.6665, -0.0218, 0.1961], [0.6078, 0.2632, -1.0416]],
  "nbo_charge": [-0.191, -0.705, -0.419, 0.216, 0.212, 0.249, 0.245, 0.286, 0.077, 0.487, 0.396, -0.854],
  "orbital_gap_ev": 3.07,
  "homo_ev": -7.501,
  "charge": 0,
  "e_above_lowest_ev": 6.472,
  "lumo_energy_ev": -4.43
}

***

No. 2
{
  "formula": "C2H8OS",
  "method": "the ωB97M-V functional and the def2-TZVPD basis",
  "symbols": ["C", "S", "H", "H", "H", "H", "C", "O", "H", "H", "H", "H"],
  "positions_angstrom": [[-2.631796, -3.505501, 1.689129], [-3.007833, -2.365022, 0.255748], [-2.361480, -2.893727, 2.538923], [-3.506688, -4.136352, 1.691665], [-1.752758, -4.096870, 1.442628], [-3.830591, -3.156244, -0.420568], [3.879366, 4.624131, -1.299048], [4.599697, 3.519767, -0.719650], [4.350017, 4.927250, -2.229755], [2.858704, 4.249768, -1.361264], [3.806826, 5.441630, -0.587315], [4.682758, 2.800510, -1.370969]],
  "forces_ev_per_angstrom": [[0.3548, 0.3199, -1.8761], [0.5796, 0.2592, 0.6347], [-0.6630, -0.0368, 0.3109], [-0.0704, -0.1141, 1.0232], [-0.0668, -0.1023, -0.0758], [-0.1339, -0.3255, -0.0174], [-0.2939, -1.4106, 0.6418], [0.5134, 0.0833, -0.0417], [-0.3390, 0.2235, -0.1559], [-0.2833, 0.4260, -0.8784], [0.5866, 0.0269, 0.0947], [-0.1840, 0.6506, 0.3400]],
  "nbo_charge": [-0.698, -0.081, 0.226, 0.225, 0.211, 0.116, -0.252, -0.735, 0.170, 0.168, 0.184, 0.464],
  "orbital_gap_ev": 10.10,
  "homo_ev": -9.052,
  "charge": 0,
  "smiles": "CO.CS",
  "e_above_lowest_ev": 1.081,
  "lumo_energy_ev": 1.05
}

***

No. 3
{
  "formula": "C2H8OS",
  "method": "the ωB97M-V functional and the def2-TZVPD basis",
  "symbols": ["C", "C", "S", "H", "H", "H", "H", "H", "H", "H", "H", "O"],
  "positions_angstrom": [[1.644461, -0.963525, 0.103699], [1.677212, 0.583858, -0.042306], [3.231460, 1.299300, 0.601156], [1.617749, -1.416100, -0.889325], [2.578131, -1.273450, 0.547172], [0.785840, -1.330718, 0.659044], [0.873211, 1.061124, 0.489973], [1.615213, 0.808080, -1.093132], [3.377464, 0.426021, 1.594931], [-5.419499, -0.422253, -0.769306], [-5.831310, 1.066350, -0.664463], [-6.149936, 0.161309, -0.537447]],
  "forces_ev_per_angstrom": [[0.0755, 0.6030, -0.6261], [0.3112, -0.9095, 0.5008], [-0.0109, 0.1839, -0.4053], [-0.0732, -0.0555, 0.0703], [0.0381, -0.4176, 0.3251], [0.0583, 0.0600, 0.1817], [-0.4252, 0.0970, 0.0173], [0.0266, 0.4901, -0.2721], [0.0003, -0.0516, 0.2088], [-0.0203, 0.1821, -0.0001], [-0.0022, -0.3830, 0.0079], [0.0219, 0.2012, -0.0083]],
  "nbo_charge": [-0.618, -0.508, -0.049, 0.212, 0.211, 0.214, 0.209, 0.218, 0.111, 0.469, 0.470, -0.940],
  "orbital_gap_ev": 9.89,
  "homo_ev": -9.077,
  "charge": 0,
  "smiles": "CCS.O",
  "e_above_lowest_ev": 0.399,
  "lumo_energy_ev": 0.82
}

***

No. 4
{
  "formula": "C2H8OS2",
  "method": "the ωB97M-V functional and the def2-TZVPD basis",
  "symbols": ["S", "S", "H", "H", "C", "O", "C", "H", "H", "H", "H", "H", "H"],
  "positions_angstrom": [[-0.698134, 0.006450, -1.629441], [-2.014031, -1.169494, -0.412340], [-0.996405, -0.521986, -2.898643], [-1.021766, -2.079301, -0.170576], [1.606312, 0.386244, 1.585423], [0.952401, 1.612807, 2.119416], [2.640279, 0.558183, 0.428186], [2.063600, -0.258964, 2.364030], [0.642005, -0.100519, 1.207514], [0.752735, 1.498327, 3.044595], [3.494831, 1.081332, 0.713863], [3.039612, -0.462611, -0.022203], [2.321275, 0.883412, -0.607071]],
  "forces_ev_per_angstrom": [[-1.0245, -0.8316, -0.6293], [1.5736, 0.1771, -0.7825], [0.1844, 0.4011, 1.3613], [-0.7181, 0.2578, 0.0591], [-2.3217, -0.3988, -0.9991], [1.8006, -0.3201, -1.0144], [-1.1157, -2.4618, -2.2694], [-0.3213, 0.6655, -0.2062], [1.7665, -0.2688, 0.1447], [0.0949, -0.2684, 0.3549], [1.3452, 1.0709, 0.5457], [-0.8023, 1.3280, 1.8584], [-0.4616, 0.6492, 1.5768]],
  "nbo_charge": [-0.152, -0.124, 0.142, 0.137, -0.080, -0.743, -0.645, 0.173, 0.172, 0.469, 0.210, 0.217, 0.224],
  "orbital_gap_ev": 9.77,
  "homo_ev": -9.701,
  "charge": 0,
  "smiles": "CCO.SS",
  "e_above_lowest_ev": 1.649,
  "lumo_energy_ev": 0.07
}

***

No. 5
{
  "formula": "C2H8S2",
  "method": "the ωB97M-V functional and the def2-TZVPD basis",
  "symbols": ["S", "H", "H", "C", "S", "C", "H", "H", "H", "H", "H", "H"],
  "positions_angstrom": [[-4.102351, -0.956824, -1.943156], [-3.570551, -1.173406, -0.757594], [-4.419237, 0.308282, -1.680972], [1.837898, 0.286174, 2.371296], [2.600696, 0.881637, 0.840284], [1.619851, -0.085315, -0.314150], [1.075660, 0.971529, 2.728560], [1.433212, -0.710166, 2.211853], [2.614329, 0.211352, 3.129789], [1.840251, 0.156404, -1.355882], [0.557850, 0.126211, -0.190635], [1.818956, -1.154177, -0.226629]],
  "forces_ev_per_angstrom": [[-0.1988, -0.2012, -0.7069], [0.2090, 0.0114, 0.5629], [-0.0058, 0.1906, 0.1468], [0.3333, 0.0631, 0.0562], [0.0320, -0.1008, -0.0971], [-0.2927, -0.1537, -0.5605], [-0.1872, -0.0519, -0.0499], [-0.0879, 0.0088, 0.0167], [0.0201, 0.0272, 0.0245], [0.2896, 0.3188, 0.1904], [-0.0158, -0.1373, 0.1510], [-0.0958, 0.0250, 0.2659]],
  "nbo_charge": [-0.277, 0.136, 0.141, -0.743, 0.184, -0.754, 0.214, 0.218, 0.226, 0.233, 0.211, 0.211],
  "orbital_gap_ev": 9.22,
  "homo_ev": -8.525,
  "charge": 0,
  "smiles": "CSC.S",
  "e_above_lowest_ev": 0.331,
  "lumo_energy_ev": 0.70
}

***

No. 6
{
  "formula": "C2H8S2",
  "method": "the ωB97M-V functional and the def2-TZVPD basis",
  "symbols": ["S", "H", "H", "C", "C", "S", "H", "H", "H", "H", "H", "H"],
  "positions_angstrom": [[-0.844159, 2.321046, -2.865278], [-1.559120, 1.745782, -1.975563], [0.166101, 1.385408, -2.815184], [0.889830, -1.077478, 1.458108], [0.151757, 0.079826, 0.710132], [-1.379277, -0.491060, 0.123812], [1.446519, -1.766364, 0.839132], [1.566016, -0.677725, 2.150248], [0.061981, -1.588610, 1.998652], [0.617465, 0.469582, -0.160570], [-0.038547, 0.883337, 1.426036], [-1.078566, -1.283745, -0.889526]],
  "forces_ev_per_angstrom": [[1.7674, 0.3966, -1.4069], [-0.9733, -1.0113, 1.3812], [-0.7858, 0.5879, 0.0461], [-1.7774, 0.4110, -0.4877], [1.3503, -1.1941, 0.8489], [-3.0010, 0.1399, 0.0277], [-0.2103, -0.1878, -0.4277], [1.0734, 0.5812, 1.1681], [0.9140, -0.0230, -0.2155], [1.1426, 0.5549, -0.3452], [-0.1601, -0.0344, -0.2814], [0.6603, -0.2211, -0.3076]],
  "nbo_charge": [-0.285, 0.139, 0.142, -0.611, -0.552, -0.029, 0.210, 0.205, 0.216, 0.217, 0.232, 0.115],
  "orbital_gap_ev": 9.88,
  "homo_ev": -9.098,
  "charge": 0,
  "smiles": "CCS.S",
  "e_above_lowest_ev": 0.569,
  "lumo_energy_ev": 0.78
}

***

No. 7
{
  "formula": "C2H8S2Si",
  "method": "the ωB97M-V functional and the def2-TZVPD basis",
  "symbols": ["C", "C", "Si", "S", "S", "H", "H", "H", "H", "H", "H", "H", "H"],
  "positions_angstrom": [[2.284896, -0.821800, -0.143961], [-1.303367, 0.058429, 0.645834], [-0.879486, 1.469926, -0.516167], [-2.670629, -0.889993, 0.174266], [0.567692, -1.260744, -0.659549], [2.206559, -0.167856, 0.803215], [2.821454, -0.170498, -0.947495], [3.013398, -1.653178, 0.198042], [-0.953697, 0.078238, 1.665860], [-1.918074, 2.333674, -0.016700], [-1.127290, 1.103343, -1.846766], [0.428493, 1.962506, -0.217778], [-2.469951, -2.042053, 0.861204]],
  "forces_ev_per_angstrom": [[1.3495, 1.4001, 0.8494], [1.3811, -1.6040, -1.6455], [-0.3988, -0.7546, 1.4870], [0.3049, -0.0185, 0.2197], [-0.3206, 0.7837, 1.2221], [0.0646, -0.7984, -1.4620], [-0.9929, -1.2375, 1.3663], [-1.5812, 0.8889, -0.8822], [0.1100, -0.3944, 0.1239], [-0.4839, 1.1897, -0.0770], [-0.2289, -0.2759, -1.4151], [0.7805, 0.4028, 0.1212], [0.0157, 0.4183, 0.0921]],
  "nbo_charge": [-0.787, -0.654, 0.911, 0.125, -0.135, 0.222, 0.217, 0.229, 0.223, -0.197, -0.145, -0.149, 0.140],
  "orbital_gap_ev": [7.42, 7.42],
  "homo_ev": [-8.331, -8.332],
  "charge": 0,
  "e_above_lowest_ev": 4.661,
  "lumo_energy_ev": [-0.92, -0.91]
}

***

No. 8
{
  "formula": "C2H8S3",
  "method": "the ωB97M-V functional and the def2-TZVPD basis",
  "symbols": ["C", "S", "H", "H", "H", "H", "C", "S", "S", "H", "H", "H", "H"],
  "positions_angstrom": [[-2.242609, -0.091723, 0.951361], [-2.490105, -1.460682, -0.209257], [-3.184249, 0.092126, 1.471367], [-1.502626, -0.288905, 1.718354], [-2.002859, 0.776113, 0.349500], [-2.338239, -2.521127, 0.591895], [1.988773, 0.301631, -1.700555], [1.973554, -0.483721, -0.077491], [1.620098, 1.303257, 0.972722], [1.262742, 1.115676, -1.771703], [1.792888, -0.294877, -2.582950], [2.979724, 0.739567, -1.818049], [2.142909, 0.812668, 2.104807]],
  "forces_ev_per_angstrom": [[-0.8145, -0.3344, 0.4548], [0.1520, -0.0632, -0.3992], [0.0471, 0.1436, -0.0788], [0.3855, 0.0161, -0.2768], [0.2442, 0.0825, 0.0505], [0.0166, 0.1589, 0.2240], [0.5461, 1.1203, -0.3176], [-0.5582, -0.0962, -0.1900], [0.0585, -0.3485, 0.0133], [-0.0418, -0.1066, 0.3084], [-0.0483, -0.8276, 0.3574], [-0.0467, 0.1146, -0.1754], [0.0595, 0.1405, 0.0295]],
  "nbo_charge": [-0.727, -0.056, 0.210, 0.225, 0.226, 0.120, -0.762, 0.095, -0.156, 0.223, 0.242, 0.219, 0.140],
  "orbital_gap_ev": 8.62,
  "homo_ev": -8.256,
  "charge": 0,
  "smiles": "CSS.CS",
  "e_above_lowest_ev": 0.553,
  "lumo_energy_ev": 0.36
}

***

Number 1: total energy -15080.0065 eV. Number 2: total energy -15085.3973 eV. Number 3: total energy -15086.0796 eV. Number 4: total energy -25920.2863 eV. Number 5: total energy -23873.8158 eV. Number 6: total energy -23873.5776 eV. Number 7: total energy -31748.6848 eV. Number 8: total energy -34708.8447 eV.